124
Properties=species:S:1:pos:R:3:lowdin_charge:R:1 method="wB97M-V/def2-TZVPD" e_lumo_ev=1.663 total_charge=-1 multiplicity=1 orbital_gap_ev=5.2 total_energy_ha=-7080.464324
S 2.1853 3.2350 2.7805 -0.036
P 2.7017 2.9440 0.8978 0.424
C 3.6681 1.3430 0.7970 -0.482
C 2.7043 0.0546 0.5203 -0.192
O 3.3130 -0.4377 -0.6419 -0.109
B 3.8306 0.7109 -1.4045 -0.664
O 4.4618 1.5435 -0.3323 -0.239
H 3.5860 3.9368 0.3981 -0.015
H 1.5306 2.9110 0.1073 -0.041
H 4.1476 1.1797 1.7774 0.097
H 2.8927 -0.5698 1.4208 0.102
H 1.6692 0.4292 0.4433 0.069
H 2.9476 1.2222 -2.0862 0.059
H 4.7399 0.5225 -2.1969 0.048
C -1.9655 -0.0653 -0.0406 -0.270
S -0.9682 1.4256 -0.1568 0.825
O -0.4526 1.7097 1.2134 -0.594
C -2.3386 2.5534 -0.4605 -0.286
H -1.3032 -0.8980 0.1881 0.006
H -2.7053 0.0449 0.7561 0.044
H -2.4640 -0.2516 -0.9920 0.062
H -3.0542 2.4951 0.3581 0.043
H -2.8226 2.2950 -1.4005 0.048
H -1.9416 3.5651 -0.5249 0.049
C -3.5439 -3.7049 1.2470 -0.264
S -1.8142 -3.2105 1.3077 0.815
O -1.3674 -2.9929 -0.0940 -0.545
C -1.1771 -4.8124 1.8203 -0.262
H -4.1289 -2.8524 0.9058 0.041
H -3.6669 -4.5365 0.5509 0.052
H -3.8733 -3.9940 2.2452 0.053
H -1.4517 -5.5723 1.0871 0.053
H -1.5833 -5.0671 2.7998 0.052
H -0.0924 -4.7406 1.8839 0.054
C -4.4520 6.4183 -0.2944 -0.262
S -5.2263 4.8476 0.1199 0.833
O -4.7625 3.8477 -0.8803 -0.559
C -6.8983 5.3310 -0.3398 -0.264
H -3.3815 6.3277 -0.1173 0.051
H -4.6302 6.6532 -1.3445 0.060
H -4.8601 7.2031 0.3433 0.051
H -6.9228 5.6357 -1.3872 0.058
H -7.2269 6.1509 0.2996 0.052
H -7.5523 4.4711 -0.1943 0.047
C 5.3627 -4.1491 4.2129 -0.293
S 4.6224 -2.6487 3.5437 0.812
O 3.1992 -2.9542 3.2335 -0.560
C 5.5233 -2.6666 1.9892 -0.245
H 4.9089 -4.3557 5.1825 0.052
H 5.1761 -4.9860 3.5375 0.054
H 6.4313 -3.9997 4.3376 -0.001
H 5.3240 -3.5972 1.4558 0.064
H 6.5886 -2.5677 2.1873 0.016
H 5.1848 -1.8231 1.3845 0.051
C 10.6790 -2.9367 4.5515 -0.259
S 9.6290 -2.6678 3.1161 0.849
O 8.3118 -3.2984 3.4130 -0.569
C 10.5158 -3.7845 2.0205 -0.260
H 10.2768 -2.3561 5.3802 0.052
H 10.6827 -3.9969 4.8143 0.044
H 11.6911 -2.5979 4.3281 0.053
H 10.5310 -4.7880 2.4488 0.055
H 11.5329 -3.4189 1.8771 0.053
H 9.9982 -3.8031 1.0626 0.053
C -6.7184 2.6868 -3.0734 -0.274
S -6.5846 3.0217 -4.8333 0.808
O -7.5168 4.1478 -5.1429 -0.575
C -7.3798 1.5034 -5.3770 -0.273
H -6.3114 3.5339 -2.5293 0.004
H -7.7657 2.5482 -2.7983 0.052
H -6.1440 1.7937 -2.8277 0.059
H -8.3852 1.4421 -4.9554 0.051
H -6.7825 0.6483 -5.0583 0.054
H -7.4367 1.5217 -6.4636 0.010
C -8.1058 4.1638 -9.2212 -0.266
S -7.2312 2.6376 -9.5995 0.808
O -6.4425 2.2759 -8.3942 -0.553
C -6.0888 3.3606 -10.7876 -0.274
H -8.8507 3.9492 -8.4567 0.051
H -7.4041 4.9088 -8.8455 0.063
H -8.6024 4.5299 -10.1208 0.049
H -5.5168 4.1582 -10.3127 0.059
H -6.6489 3.7512 -11.6379 0.050
H -5.4113 2.5792 -11.1274 0.049
C 7.8161 2.5338 -3.1436 -0.277
S 7.3666 2.5659 -1.3945 0.819
O 5.9158 2.8021 -1.3140 -0.508
C 8.1985 4.1293 -1.0260 -0.285
H 7.3642 1.6498 -3.5904 0.047
H 7.4366 3.4287 -3.6389 0.051
H 8.9024 2.4780 -3.2430 0.040
H 7.7956 4.9212 -1.6591 0.049
H 9.2726 4.0223 -1.1924 0.039
H 8.0162 4.3709 0.0199 0.044
C -10.4794 -0.0095 -0.8063 -0.275
S -9.0100 0.1123 0.2279 0.805
O -8.3963 1.4422 -0.0292 -0.558
C -8.0435 -1.1071 -0.6756 -0.265
H -11.2130 0.7074 -0.4415 0.048
H -10.2244 0.2232 -1.8409 0.053
H -10.8905 -1.0171 -0.7360 0.051
H -7.9454 -0.8033 -1.7186 0.053
H -8.5326 -2.0796 -0.6094 0.053
H -7.0570 -1.1651 -0.2186 0.050
C 7.5998 -6.6055 4.2321 -0.270
S 8.6729 -7.1290 5.5723 0.812
O 10.0597 -6.7091 5.2183 -0.568
C 8.5487 -8.8945 5.2420 -0.277
H 7.5681 -5.5210 4.2266 0.001
H 7.9960 -6.9616 3.2800 0.068
H 6.5954 -6.9987 4.3930 0.059
H 8.8837 -9.1055 4.2259 0.056
H 7.5151 -9.2156 5.3736 0.051
H 9.1852 -9.4204 5.9520 0.046
C -3.7958 1.0551 5.5785 -0.281
S -3.6613 0.4203 3.8979 0.786
O -3.6142 -1.0706 3.9907 -0.582
C -1.9880 0.9997 3.6040 -0.259
H -4.7692 0.7703 5.9764 0.041
H -3.0080 0.6262 6.1986 0.055
H -3.7143 2.1421 5.5621 0.050
H -1.3114 0.5788 4.3488 0.073
H -1.9666 2.0884 3.6480 0.066
H -1.6813 0.6779 2.6159 0.002